{
  "formula": "C36H57Cl3CsN8O2S4SbSi3",
  "method": "ωB97M-V with the def2-TZVPD basis set",
  "symbols": ["Cs", "N", "C", "C", "C", "N", "H", "H", "H", "H", "H", "H", "H", "H", "H", "H", "C", "Sb", "C", "C", "C", "C", "C", "C", "N", "Si", "C", "C", "C", "C", "C", "C", "C", "C", "C", "N", "Si", "C", "C", "C", "Si", "C", "C", "C", "H", "H", "H", "H", "H", "H", "H", "H", "H", "H", "H", "H", "H", "H", "H", "H", "H", "H", "H", "H", "H", "H", "H", "H", "H", "H", "H", "H", "H", "H", "H", "H", "H", "H", "H", "H", "H", "H", "N", "C", "N", "S", "H", "H", "H", "H", "S", "C", "S", "C", "N", "N", "C", "C", "C", "C", "C", "C", "S", "H", "H", "H", "H", "H", "Cl", "C", "Cl", "Cl", "C", "O", "O"],
  "xyz": [[0.1088, 0.7623, -1.8407], [-1.1316, -1.5133, -3.6863], [-0.4456, -2.6811, -3.1793], [0.9163, -3.0068, -3.7903], [2.1236, -2.4952, -3.0009], [2.2896, -1.0967, -3.1978], [-1.9523, -1.8341, -4.2324], [-0.5814, -0.8803, -4.2740], [-1.1395, -3.5019, -3.2456], [-0.2881, -2.5682, -2.0886], [0.9841, -2.5782, -4.8033], [1.0200, -4.0878, -3.8778], [3.0212, -3.1051, -3.2541], [1.9719, -2.7001, -1.9213], [2.1438, -0.8358, -4.1867], [3.1660, -0.7220, -2.8873], [-0.2431, 2.0271, 2.0567], [-1.9848, 0.9406, 2.7178], [-2.9274, 0.7334, 0.7854], [-3.4721, 2.0002, 0.5566], [-4.3420, 2.4000, -0.5083], [-4.9068, 3.6115, -0.4887], [-4.6612, 4.5454, 0.5183], [-3.7942, 4.1230, 1.5000], [-3.1435, 2.9501, 1.5014], [-3.6822, -0.7939, 0.0833], [-2.5399, -2.2541, 0.1593], [-4.3384, -0.7231, -1.7113], [-5.2801, -1.2523, 1.0990], [-0.9642, -1.0574, 3.4448], [-0.2707, -1.8841, 2.4664], [-0.1895, -3.2721, 2.6403], [0.4408, -4.0291, 1.6938], [1.1129, -3.4083, 0.6685], [1.0943, -2.0088, 0.6521], [0.3875, -1.2618, 1.4796], [-2.3547, -1.9002, 4.4920], [-3.5725, -0.7239, 5.2805], [-1.7088, -2.9561, 5.9910], [-3.3772, -3.2084, 3.5862], [0.5264, -0.4910, 4.6114], [1.5233, -1.9330, 5.4517], [1.9472, 0.4342, 3.7609], [-0.0403, 0.6523, 6.0135], [-0.6955, 2.9037, 1.6188], [0.3259, 1.4924, 1.3283], [0.4356, 2.3542, 2.8285], [-4.5661, 1.6745, -1.2676], [-5.5994, 3.8173, -1.3154], [-5.2643, 5.4411, 0.5463], [-3.5826, 4.7670, 2.3369], [-1.6388, -2.0586, -0.4875], [-2.9460, -3.2092, -0.1785], [-2.2226, -2.3996, 1.1739], [-3.8601, -0.0710, -2.4312], [-5.3965, -0.4863, -1.6257], [-4.2838, -1.7347, -2.1125], [-5.0277, -1.2081, 2.2026], [-5.7350, -2.2198, 0.8865], [-6.0252, -0.5153, 0.8700], [-0.7050, -3.6725, 3.4864], [0.4549, -5.1196, 1.7872], [1.6401, -3.9465, -0.0905], [1.6184, -1.4777, -0.1473], [-3.0285, 0.1199, 5.7725], [-4.1489, -1.1386, 6.0694], [-4.2861, -0.2747, 4.5979], [-1.1694, -2.3600, 6.7449], [-1.0149, -3.7403, 5.6801], [-2.4863, -3.4584, 6.5452], [-3.7322, -2.8983, 2.5990], [-4.2595, -3.4713, 4.2086], [-2.8365, -4.1357, 3.4620], [1.9897, -2.5412, 4.6803], [0.9694, -2.5690, 6.1534], [2.3000, -1.3762, 6.0003], [1.7295, 0.6459, 2.7240], [2.9049, -0.1205, 3.8090], [2.0898, 1.4050, 4.2366], [-0.8798, 0.2811, 6.6081], [-0.3640, 1.6039, 5.6326], [0.8124, 0.8150, 6.6725], [-0.1131, 4.3323, -0.6169], [-0.6872, 5.5234, -0.9000], [-2.0382, 5.5242, -0.9608], [0.2576, 6.8980, -1.2945], [-0.6968, 3.5962, -0.2022], [0.8884, 4.3147, -0.4291], [-2.6570, 4.8091, -0.5407], [-2.4764, 6.4221, -1.0689], [8.1069, 3.0537, -1.5678], [6.5610, 2.5919, -1.3950], [5.6008, 3.0956, -0.0591], [4.2728, 2.1814, -0.6485], [4.5121, 1.4384, -1.7022], [5.8353, 1.7159, -2.1314], [6.2667, 0.8906, -3.1894], [6.7654, 1.5242, -4.3200], [7.0631, 0.7722, -5.4594], [6.8502, -0.5912, -5.4715], [6.3279, -1.2235, -4.3370], [6.0399, -0.4869, -3.1755], [2.7927, 2.3506, 0.2257], [6.8916, 2.6040, -4.3055], [7.3851, 1.2748, -6.3306], [7.0607, -1.1505, -6.3654], [6.2281, -2.2941, -4.3701], [5.5842, -0.9560, -2.3038], [2.2513, 1.3044, -7.5879], [0.9248, 2.1755, -6.7417], [1.6419, 3.2869, -5.5670], [-0.0077, 3.1606, -7.8574], [0.0350, 1.0215, -6.1090], [0.3266, 0.7475, -4.9366], [-0.7553, 0.5589, -6.9222]],
  "forces_ev_per_a": [[0.0, 0.2, 0.1], [-1.3, -0.1, -0.7], [0.5, 0.5, 0.8], [0.3, -0.1, -0.2], [0.2, -1.2, 0.5], [-0.6, 1.0, -0.9], [0.9, 0.7, 0.4], [0.0, -0.2, 0.0], [-0.1, -0.6, -0.2], [0.1, 0.0, -0.2], [-0.1, -0.2, 0.1], [0.0, -0.1, -0.1], [-0.3, 0.2, -0.2], [-0.1, 0.1, -0.4], [0.2, 0.0, 0.8], [0.4, 0.2, 0.2], [-0.5, 0.1, 0.2], [0.1, 0.2, 0.3], [0.1, -0.8, -0.3], [0.5, -0.1, 0.6], [0.7, -1.3, 0.3], [-1.2, 0.5, -1.4], [-0.6, -0.1, 0.2], [0.4, -0.2, 0.1], [-0.7, 0.9, -0.2], [-0.7, 0.1, 0.1], [0.9, 0.0, -1.0], [0.0, -0.3, 0.5], [1.3, -0.1, 0.8], [-0.4, 0.9, 1.4], [0.5, -0.4, 0.1], [-0.3, 0.7, -0.3], [0.3, -1.2, 0.3], [0.1, 1.1, -0.1], [0.0, -0.5, -0.9], [0.1, 0.0, -0.1], [0.4, -0.8, 0.5], [0.9, 1.6, 0.0], [0.7, 0.7, -0.1], [-0.6, 0.1, 0.0], [0.1, -0.2, 0.1], [-0.8, 0.7, 0.0], [0.0, -0.3, 0.0], [-0.3, -0.6, 0.0], [-0.1, 0.3, -0.1], [0.3, -0.5, -0.5], [0.0, 0.1, 0.4], [-0.1, 0.0, -0.3], [0.2, 0.3, 0.4], [0.3, 0.2, 0.3], [0.2, 0.2, 0.3], [-0.7, -0.1, 0.7], [-0.3, 0.1, -0.1], [0.4, -0.1, 0.4], [0.2, 0.2, 0.0], [-0.2, 0.2, -0.2], [0.0, -0.2, 0.0], [-0.4, 0.0, -1.1], [0.2, -0.2, -0.1], [-0.5, 0.6, 0.1], [0.0, -0.5, 0.2], [0.0, 0.3, -0.1], [0.2, -0.3, -0.3], [0.1, 0.0, 0.3], [-0.3, -0.4, -0.5], [-0.5, -1.0, 0.8], [0.0, 0.1, -0.3], [-0.1, 0.0, -0.3], [0.1, 0.0, -0.1], [-0.7, -0.1, 0.0], [0.0, -0.1, 0.2], [0.4, 0.3, -0.3], [0.3, -0.3, -0.1], [0.1, -0.1, 0.0], [0.2, 0.2, -0.2], [-0.1, -0.3, -0.1], [0.2, -0.1, -0.3], [-0.5, 0.2, 0.0], [0.1, 0.0, 0.1], [0.1, -0.2, 0.0], [-0.1, 0.6, -0.3], [0.1, 0.0, 0.1], [-0.4, -0.1, 0.4], [0.4, 0.1, -0.5], [-0.4, -0.2, 0.4], [-0.7, -0.7, 0.3], [0.5, 0.5, -0.2], [-0.3, -0.1, -0.1], [0.9, 0.5, -0.4], [0.1, 0.0, -0.1], [1.7, 0.4, -0.5], [-0.8, -0.9, 0.0], [0.2, 0.4, -0.2], [-1.6, -0.7, 0.1], [0.6, 0.9, 0.6], [-0.7, -0.3, 1.0], [0.0, 0.3, -0.7], [0.2, -0.3, -0.4], [-0.5, 0.2, 1.1], [-0.3, -0.1, 0.6], [0.5, 0.7, 0.2], [0.0, -0.2, -0.6], [0.1, -0.4, -0.3], [0.0, -0.2, 0.0], [0.4, 0.4, -0.8], [0.0, -0.2, -0.2], [-0.3, -0.2, 0.2], [0.2, 0.1, -0.2], [0.0, 0.2, -0.1], [0.3, 0.1, 0.3], [0.1, -0.1, 0.2], [-0.1, 0.1, -0.5], [0.1, 0.5, -0.6], [-0.1, -0.4, 0.5], [-0.3, -0.5, 0.3]],
  "de_lowest_kj_mol": 0.0,
  "homo_lumo_gap_ev": 5.653,
  "e_homo_ev": -2.40,
  "charge": -2
}